(1)
Molecular formula: C7H9AlCl2EuNO4
Method: DFT, the ωB97M-V functional and the def2-TZVPD basis

Properties
- 2S+1 = 7
- gap between HOMO and LUMO (alpha / beta) (eV) = 5.22 / 6.15
- E_tot (eV) = -68008.153
- HOMO energy (alpha / beta) (Eh) = -0.783 / -0.882
- energy above the lowest of the compared OMol25 structures with the same formula, charge and spin (kJ/mol) = 313.5
- charge = +4

The geometry in XYZ format:
```
25
Properties=species:S:1:pos:R:3:forces:R:3:lowdin_charge:R:1
Al 0.26795 -0.51805 -5.47237 1.0 0.1 -0.4 0.273
Eu -0.49419 -0.26708 -1.51319 1.3 -1.8 0.0 1.671
Cl -1.49980 -0.41569 -4.22407 -0.3 0.0 0.6 0.235
Cl 1.40086 -1.90174 -2.08054 -1.6 1.7 0.4 -0.104
C -1.14174 -2.44487 0.07096 -0.6 -2.4 3.5 -0.024
C -0.48354 0.27588 -7.37965 -4.1 -0.7 -6.5 0.084
C 0.40559 -2.39823 -6.60073 0.2 -4.1 -5.7 0.078
O -1.25921 -3.15914 0.96510 0.5 2.7 -3.7 0.167
O -1.06602 0.23180 -8.40040 3.9 0.7 6.4 0.264
O 0.49255 -3.11352 -7.52262 -0.4 4.0 5.6 0.269
C 0.70837 1.15369 4.15884 1.3 -0.7 0.3 0.093
N 0.53603 0.60920 2.81687 1.8 -1.0 1.8 0.037
C 1.36574 -0.53723 2.48887 0.3 -0.5 0.8 0.075
C -0.30883 1.10223 1.88248 -2.6 0.9 -2.9 -0.321
C -1.27266 2.20090 2.22246 1.2 -0.2 -0.1 0.089
O -0.30108 0.55536 0.73218 0.3 0.5 1.1 -0.152
H 1.50528 0.55080 4.61298 -0.3 0.4 0.0 0.128
H -0.14787 1.04087 4.83005 -0.7 0.1 -0.2 0.173
H 1.02369 2.21093 4.22268 -0.3 0.1 -0.5 0.173
H 0.77318 -1.44904 2.30114 -0.2 0.3 0.0 0.138
H 2.00065 -0.37498 1.61697 -0.1 0.3 -0.2 0.143
H 1.98720 -0.72773 3.36226 0.1 -0.2 -0.3 0.128
H -1.30219 2.90858 1.38349 -0.2 -0.2 0.2 0.132
H -2.25391 1.75217 2.40541 -0.1 0.1 -0.1 0.145
H -0.93606 2.71488 3.12083 -0.3 0.1 0.0 0.104
```
Forces are in eV/Å.

---

(2)
Molecular formula: C7H9BrN2O2
Method: DFT, the ωB97M-V functional and the def2-TZVPD basis

Properties
- 2S+1 = 1
- gap between HOMO and LUMO (eV) = 5.42
- E_tot (eV) = -84520.909
- HOMO energy (Eh) = -0.251
- energy above the lowest of the compared OMol25 structures with the same formula, charge and spin (kJ/mol) = 0.0

The geometry in XYZ format:
```
21
Properties=species:S:1:pos:R:3:forces:R:3:lowdin_charge:R:1
C -0.86152 -0.69208 1.44337 -0.6 0.3 2.8 -0.022
C 0.30052 -1.34857 1.49538 -1.3 0.8 -0.7 -0.074
C -1.40556 0.09947 0.32378 -0.9 -0.1 3.3 -0.316
C 2.43940 2.16644 -0.10952 1.2 1.0 -0.3 -0.451
C 1.27366 -1.21683 0.39185 1.3 0.0 -2.1 -0.130
C -0.68523 0.15172 -0.82178 5.9 -2.3 -3.1 0.064
C 0.77119 -0.53258 -0.86266 -5.0 2.9 1.1 -0.198
N -2.53345 0.76141 0.58110 1.9 -1.2 2.1 0.141
N 1.64729 -0.35670 -1.86713 2.1 -2.7 2.4 0.144
O 3.42617 1.64644 0.19164 0.3 -1.1 0.5 0.196
O 1.57743 2.83089 -0.46470 -1.5 0.2 -0.2 0.234
Br -5.36329 0.66867 -0.60235 0.1 0.0 0.0 -0.538
H -1.40037 -0.64371 2.48565 0.4 -0.3 -2.5 0.159
H 0.38038 -1.96532 2.36437 1.1 -0.2 0.3 0.107
H 2.16578 -0.55423 0.65019 -0.7 -1.2 0.2 0.142
H 1.61731 -2.18377 -0.07831 0.1 0.5 1.2 0.149
H -0.96671 0.56783 -1.79000 -0.3 0.2 0.6 0.114
H -3.06184 0.98549 -0.16945 -2.4 1.5 -3.5 -0.132
H -3.23204 0.68151 1.34331 1.2 -0.6 -0.2 0.103
H 2.57905 -0.96072 -1.73243 -2.8 2.0 -1.0 0.197
H 1.33184 -0.10538 -2.77229 -0.1 0.3 -0.8 0.110
```
Forces are in eV/Å.

---

(3)
Molecular formula: C7H9Cl2EuO3P
Method: DFT, the ωB97M-V functional and the def2-TZVPD basis

Properties
- 2S+1 = 7
- gap between HOMO and LUMO (alpha / beta) (eV) = 4.86 / 3.78
- E_tot (eV) = -67166.879
- HOMO energy (alpha / beta) (Eh) = -0.634 / -0.633
- charge = +3

The geometry in XYZ format:
```
23
Properties=species:S:1:pos:R:3:forces:R:3:lowdin_charge:R:1
C 2.89888 -3.27492 -0.55632 -4.4 5.7 0.8 0.391
C 2.26000 -2.00927 -0.38739 2.7 -5.9 -0.8 0.229
C 1.34369 -0.61717 -0.24611 -0.7 0.0 -1.5 -0.655
Cl 1.73465 0.06126 1.44697 -0.3 -1.3 -1.8 0.754
C -0.24641 -1.10358 -0.39839 0.8 -1.1 0.7 -0.147
C -1.32706 0.06024 0.01410 -0.4 0.0 -0.4 -0.217
C -2.58561 -0.73296 0.77008 1.4 -0.6 0.2 -0.154
O 1.58048 0.32467 -1.35109 0.6 -0.6 3.2 -0.115
C 2.21209 1.57412 -0.89935 7.9 -0.6 0.7 -0.473
O 3.56162 1.64719 -0.75271 -9.9 -0.7 -1.1 0.017
P 1.24380 3.22193 -0.52972 -0.2 1.6 0.6 0.765
O 0.49153 3.10356 1.04213 1.4 -1.4 -1.4 -0.420
Cl -0.36859 3.28835 -1.97501 0.9 -0.8 1.5 0.163
H 2.99759 -4.45986 -0.66280 0.1 2.8 0.3 0.176
H -0.34810 -2.03771 0.32969 0.2 2.0 -1.4 0.138
H -0.39416 -1.53520 -1.49501 0.3 1.3 2.3 0.169
H -1.71146 0.58119 -0.98881 0.9 -1.1 2.3 0.122
H -0.90334 0.88042 0.75393 -0.6 -1.7 -1.7 0.096
H -2.58369 -1.86770 0.39908 -0.7 2.6 0.7 0.133
H -2.42884 -0.76942 1.95188 -0.5 0.2 -2.4 0.121
H -3.60454 -0.19296 0.50204 2.4 -2.0 -0.4 -0.098
H 1.18204 2.83627 1.72430 -1.0 0.6 -1.1 0.063
Eu -5.00454 1.02154 1.30850 -1.1 0.9 0.7 1.941
```
Forces are in eV/Å.

---

(4)
Molecular formula: C7H9Cl2F7OSi
Method: DFT, the ωB97M-V functional and the def2-TZVPD basis

Properties
- 2S+1 = 1
- gap between HOMO and LUMO (eV) = 11.15
- E_tot (eV) = -61400.235
- HOMO energy (Eh) = -0.388
- energy above the lowest of the compared OMol25 structures with the same formula, charge and spin (kJ/mol) = 2.7
- SMILES = C[Si](Cl)(Cl)CCCOC(F)(C(F)(F)F)C(F)(F)F

The geometry in XYZ format:
```
27
Properties=species:S:1:pos:R:3:forces:R:3:lowdin_charge:R:1
F 0.52911 -1.21319 1.74864 2.5 -2.1 -0.3 0.102
F 1.27199 -3.12623 0.68427 0.5 1.9 1.3 0.150
F 2.67385 -1.41588 1.16513 -0.3 -0.7 0.9 0.208
F 2.03700 -0.35651 -2.63161 0.3 1.4 -0.4 0.219
F 3.42285 -1.45403 -1.34573 -0.3 0.2 -0.5 0.167
F 1.80816 -2.44235 -2.46624 0.6 0.0 0.6 0.158
F 1.08979 0.21108 -0.27026 0.8 1.0 0.0 0.085
Cl -2.67481 2.70539 1.89806 0.1 -0.3 0.1 0.278
Cl -1.68227 3.99402 -0.85697 0.4 0.0 -0.1 0.281
O -0.07049 -1.44401 -1.18816 0.3 -0.2 1.9 -0.012
C 1.44621 -1.76716 0.85186 -1.9 0.2 -2.3 -0.434
C 2.16201 -1.33184 -1.78814 -1.0 -1.6 1.7 -0.530
C -1.23903 -1.55434 -0.33339 -1.6 -1.4 -0.3 -0.133
C -1.60444 -0.29331 0.45226 1.7 -1.4 -1.0 -0.264
C 1.11093 -1.10778 -0.55290 -0.2 -1.0 -1.8 -0.306
C 0.43115 2.65698 1.29110 -0.5 -0.9 -1.1 -0.199
C -1.65769 0.83839 -0.47903 -1.0 1.7 0.2 -0.315
Si -1.22048 2.42795 0.42051 -1.1 0.7 0.1 -0.144
H -1.19668 -2.45204 0.32148 0.5 0.5 -0.3 0.133
H -2.01781 -1.82986 -1.07596 0.3 0.5 0.4 0.146
H -0.78355 -0.13114 1.08734 0.4 0.3 1.0 0.054
H -2.43465 -0.43549 1.08263 -1.3 -0.2 0.5 0.113
H 0.95579 1.70386 1.10910 -0.1 0.5 0.9 0.014
H 0.99470 3.38277 0.70682 0.0 0.4 0.4 0.031
H 0.24992 2.91946 2.34120 0.4 -0.1 -0.4 0.036
H -2.64837 0.82918 -0.91591 -0.2 0.7 -0.4 0.096
H -0.95316 0.68609 -1.25612 0.6 0.0 -0.9 0.067
```
Forces are in eV/Å.

---

(5)
Molecular formula: C7H9Cl3N
Method: DFT, the ωB97M-V functional and the def2-TZVPD basis

Properties
- 2S+1 = 2
- gap between HOMO and LUMO (alpha / beta) (eV) = 10.44 / 5.14
- E_tot (eV) = -46460.211
- HOMO energy (alpha / beta) (Eh) = -0.361 / -0.360
- energy above the lowest of the compared OMol25 structures with the same formula, charge and spin (kJ/mol) = 13.3

The geometry in XYZ format:
```
20
Properties=species:S:1:pos:R:3:forces:R:3:lowdin_charge:R:1
Cl -2.38919 -0.61276 2.85252 0.0 0.0 0.0 0.123
Cl -2.56028 0.37184 -2.56654 0.0 -0.1 0.7 0.509
C -2.54925 0.41541 -0.74792 0.9 0.7 -0.4 -0.634
C -1.53882 1.43719 -0.23943 0.2 0.0 0.0 -0.715
Cl -2.09608 3.09605 -0.44966 -0.3 0.5 0.0 0.565
H -2.21469 -0.54690 -0.36047 -0.5 -0.1 -0.3 0.047
H -3.54425 0.72671 -0.42982 0.1 -0.4 0.0 0.064
H -0.55704 1.42941 -0.71285 -0.2 -0.5 -0.1 0.058
H -1.37182 1.28430 0.82679 -0.1 0.0 0.0 0.025
N 2.07663 0.69686 0.78667 -0.1 0.0 0.7 0.055
C 2.81220 0.25563 -0.24012 -2.0 -1.0 0.9 -0.142
C 2.48082 -0.96501 -0.83245 0.1 0.8 0.0 -0.077
C 1.40751 -1.69476 -0.34704 -0.9 -0.7 0.3 -0.069
C 0.68439 -1.31023 0.81079 1.7 1.3 -1.0 -0.078
C 1.08656 -0.08043 1.31699 1.2 -0.1 -0.5 -0.181
H 3.61942 0.83214 -0.66726 0.0 0.4 0.3 0.103
H 3.07739 -1.16006 -1.71135 -0.3 -0.9 -0.2 0.099
H 1.05365 -2.57584 -0.86170 0.3 -0.2 -0.2 0.099
H -0.11338 -1.82683 1.32369 0.0 -0.4 -0.4 0.067
H 0.63623 0.22726 2.24915 0.0 0.6 0.0 0.083
```
Forces are in eV/Å.

---

(6)
Molecular formula: C7H9Cl3SSi
Method: DFT, the ωB97M-V functional and the def2-TZVPD basis

Properties
- 2S+1 = 1
- gap between HOMO and LUMO (alpha / beta) (eV) = 5.36 / 5.34
- E_tot (eV) = -63682.438
- HOMO energy (alpha / beta) (Eh) = -0.246 / -0.246
- energy above the lowest of the compared OMol25 structures with the same formula, charge and spin (kJ/mol) = 611.4

The geometry in XYZ format:
```
21
Properties=species:S:1:pos:R:3:forces:R:3:lowdin_charge:R:1
C 0.91707 2.86078 0.71756 0.1 0.2 0.0 -0.168
C 0.36440 1.57523 0.80633 0.1 -0.4 -0.1 -0.195
C 1.96143 2.92701 -0.15557 0.1 -0.4 -0.2 -0.398
C 0.98964 0.65543 -0.00707 0.5 -0.7 -0.4 -0.628
C 1.06534 -1.98863 -1.81612 -0.2 0.4 0.6 -0.180
C -0.19875 -2.08684 1.21380 0.6 0.2 -0.4 -0.198
C -2.82710 -0.07399 -0.09909 1.5 -0.5 -0.4 -1.671
Si 0.54960 -1.11935 -0.21929 -1.8 0.6 0.0 0.895
S 2.29215 1.42159 -0.89704 -0.6 0.0 0.5 0.976
Cl -2.99736 1.60546 -0.62672 0.0 0.3 0.0 0.385
Cl -3.13729 -0.15671 1.65500 -0.1 0.0 0.3 0.381
Cl -4.01861 -1.08528 -0.93726 -0.2 -0.1 -0.1 0.374
H 0.55187 3.70749 1.26995 -0.1 0.1 0.1 0.111
H -0.48157 1.32285 1.41772 -0.3 -0.1 0.1 0.085
H 2.56376 3.77727 -0.40436 0.1 0.2 0.0 0.067
H 2.10107 -2.32039 -1.78218 0.2 0.0 0.1 0.034
H 0.43929 -2.85952 -1.99307 -0.1 -0.1 0.1 0.036
H 0.96047 -1.32447 -2.67225 0.0 0.2 0.1 0.036
H 0.01298 -1.61104 2.16790 0.1 0.1 0.0 0.036
H -1.28103 -2.11862 1.11152 -0.1 0.1 -0.2 -0.008
H 0.17265 -3.10826 1.25022 0.1 -0.1 -0.1 0.030
```
Forces are in eV/Å.